Entry 1:
A cluster of 2 separate species, C10H15N4S in total at a distorted geometry, computed with ωB97M-V with the def2-TZVPD basis set.

Values from the calculation:
HOMO-LUMO gap (eV): 6.83
Net charge: +1
E (Ha): -1006.8014
Energy above the lowest of the compared OMol25 structures with the same formula, charge and spin (kJ/mol): 324.3

Geometry as XYZ:
```
30
Properties=species:S:1:pos:R:3:forces:R:3:nbo_charge:R:1
S -3.982143 -0.496567 -0.472659 1.84 6.49 -1.25 0.256
N -1.742286 2.191764 -1.942286 2.36 1.83 -2.33 -0.258
N -2.516376 2.183385 -0.792570 -6.38 -6.00 1.05 -0.384
N 1.298472 -1.483728 1.729246 -0.31 -0.80 0.20 -0.462
N 1.513871 0.111816 -1.357911 -0.77 2.20 1.10 -0.832
C 0.372725 1.112312 -1.203820 -0.78 0.90 0.75 -0.040
C -0.289304 -2.873386 2.901917 0.18 -0.11 -0.03 -0.260
C -0.870207 1.004906 -2.287520 2.31 -3.01 -0.74 -0.304
C 2.179010 -2.505931 1.800702 -0.41 0.68 -0.10 0.034
C -3.393258 1.106067 -0.777995 2.68 -1.79 1.49 0.265
C -0.740343 3.317353 -1.609864 3.13 2.66 2.39 -0.271
C 0.731892 2.728090 -1.176137 0.04 -1.90 -0.10 -0.446
C 0.083450 -1.691910 2.281368 0.71 0.15 -0.35 0.024
C 1.897888 -3.724935 2.396644 -0.25 0.02 0.12 -0.251
C 0.638605 -3.908256 2.957981 0.02 -0.02 -0.01 -0.150
H 1.654489 2.972622 -1.880793 -2.31 -0.40 1.18 0.245
H -0.606705 -0.856007 2.208832 0.00 -0.06 0.06 0.184
H -0.185771 0.929640 -0.188047 1.00 0.23 -1.73 0.191
H 3.148850 -2.313028 1.351415 -0.06 -0.07 0.05 0.200
H -0.550396 4.122322 -2.441463 -1.12 -1.77 1.44 0.267
H 2.642840 -4.512090 2.422886 -0.06 0.11 -0.01 0.233
H -1.125035 3.759085 -0.569721 0.47 -0.52 -2.91 0.281
H 2.379946 0.687303 -1.133423 -1.31 -1.29 -0.40 0.377
H -0.586577 0.980430 -3.446734 -0.44 0.73 2.61 0.266
H -1.259744 -0.086438 -2.123892 -0.29 2.42 -0.12 0.269
H -2.237105 2.624090 -2.767651 0.10 -1.11 0.85 0.453
H 1.047939 3.018286 -0.075756 -0.89 -0.43 -2.36 0.254
H -1.278878 -2.984572 3.330459 0.10 0.03 -0.03 0.227
H 0.382194 -4.849735 3.434973 0.04 0.12 -0.06 0.228
H 1.391958 -0.562888 -0.568180 0.41 0.70 -0.76 0.403
```
Positions in Å, forces in eV/Å.

***

Entry 2:
A cluster of 2 separate species, C10H15N5O in total at a distorted geometry, computed with ωB97M-V with the def2-TZVPD basis set.

Values from the calculation:
HOMO-LUMO gap (alpha / beta) (eV): 8.75 / 4.03
Net charge: +2
E (Ha): -738.3650
Energy above the lowest of the compared OMol25 structures with the same formula, charge and spin (kJ/mol): 0.0

Geometry as XYZ:
```
31
Properties=species:S:1:pos:R:3:forces:R:3:nbo_charge:R:1
O -0.831651 2.967663 -0.848190 0.71 -0.48 0.57 -0.438
N 4.900240 -0.869322 -0.310132 -0.91 1.10 0.80 -0.679
N 3.857454 1.506206 0.572992 0.57 0.23 0.02 -0.841
N -1.758154 1.118843 0.976463 2.94 -8.86 -0.22 -0.639
N 0.832241 1.486577 -0.060934 -0.06 1.08 1.92 -0.522
N 2.858086 -1.966190 -0.310960 4.62 -1.19 -2.02 -0.720
C 1.751789 0.619543 -0.239273 2.23 -3.15 -1.40 0.056
C -4.740434 0.109001 -0.818733 1.29 -0.55 -0.81 -0.134
C -3.782353 0.979120 -0.298412 -1.64 -2.48 -0.79 -0.225
C -0.047091 2.210054 -0.420511 -1.62 1.44 -1.62 0.897
C 3.628445 -0.926973 0.024060 0.78 -0.28 -1.22 0.558
C -2.741182 0.345495 0.361445 1.81 -0.46 1.72 0.222
C -2.755835 -1.062088 0.622134 1.40 -0.73 0.31 -0.181
C -4.588304 -1.333208 -0.819460 -2.35 2.29 -1.27 -0.044
C -3.671402 -1.856427 0.038472 -0.97 -2.16 -0.02 -0.225
C 3.019074 0.295329 0.610438 -2.05 2.27 1.71 -0.187
H 1.855078 0.187301 -1.254050 -0.33 0.30 0.42 0.187
H 3.215405 -2.785290 -0.923110 -0.67 1.95 1.64 0.448
H 4.001196 2.002596 -0.342652 -0.62 -0.93 1.18 0.402
H 5.473610 -0.026027 -0.118957 -0.70 -0.77 -0.01 0.471
H -3.868577 -2.918276 0.228610 1.09 0.27 0.24 0.261
H -3.867072 2.025592 -0.387604 -0.01 1.05 -0.10 0.259
H -5.525064 0.489188 -1.414090 -0.87 0.56 -0.33 0.246
H -2.210430 1.827305 1.276623 -2.98 7.29 2.71 0.383
H 2.836465 0.100374 1.750629 0.03 0.22 -2.00 0.276
H 5.289636 -1.659661 -0.744824 1.01 -0.92 -0.57 0.423
H -1.292163 0.576217 1.802750 -0.92 1.45 -2.08 0.409
H -2.032437 -1.631172 1.242171 -0.20 1.20 -0.14 0.241
H 1.955089 -2.032305 -0.032720 -3.17 -0.02 1.01 0.418
H -5.297939 -1.955260 -1.456080 1.06 0.87 1.12 0.265
H 3.536278 2.175797 1.293909 0.49 -0.58 -0.77 0.411
```
Positions in Å, forces in eV/Å.

***

Entry 3:
A cluster of 2 separate species, C10H15NO in total at a distorted geometry, computed with ωB97M-V with the def2-TZVPD basis set.

Values from the calculation:
HOMO-LUMO gap (eV): 9.70
E (Ha): -520.0223
Energy above the lowest of the compared OMol25 structures with the same formula, charge and spin (kJ/mol): 101.4

Geometry as XYZ:
```
27
Properties=species:S:1:pos:R:3:forces:R:3:nbo_charge:R:1
O 3.939181 -0.531103 0.549980 0.20 -0.58 0.16 -0.614
N 2.399942 -2.164674 0.847871 0.36 0.06 0.15 -0.825
C -1.614001 2.325684 -1.391290 0.27 1.37 -0.47 -0.198
C -1.666373 -1.052844 0.405661 -0.73 -0.86 -0.38 -0.644
C -1.391756 1.390279 -0.398679 0.51 -0.19 0.30 -0.232
C 2.348145 -0.090042 2.218132 -0.47 0.19 0.85 -0.508
C -2.274636 -0.276526 -1.850388 0.10 0.66 -0.19 -0.219
C -2.695404 0.706091 -2.732525 0.05 0.99 -0.18 -0.196
C -1.653182 0.052047 -0.625928 -0.79 -0.64 -0.54 -0.001
C -2.284946 2.042529 -2.562045 0.17 -1.45 0.47 -0.227
C 0.937034 -0.422421 2.784571 1.24 -0.59 -0.51 -0.619
C 2.996562 -0.980556 1.174679 -0.37 0.56 -0.41 0.673
H 0.438199 -1.081392 2.088297 -0.61 0.61 -0.44 0.196
H -1.268272 -2.045623 0.146707 0.85 0.57 -0.47 0.217
H -3.404302 0.588441 -3.548634 0.49 -0.87 -0.15 0.212
H 0.946728 -1.070728 3.663827 0.36 0.53 0.37 0.209
H -2.411113 2.714541 -3.395669 -0.22 0.44 0.29 0.217
H 0.461451 0.536802 2.974151 -0.57 -0.39 0.04 0.224
H -1.301790 -0.791670 1.381233 -0.11 0.29 0.25 0.220
H -0.930618 1.775776 0.504788 -0.06 -0.41 0.16 0.210
H -1.229196 3.330813 -1.224402 -0.17 -0.09 -0.01 0.208
H 1.577747 -2.536796 1.260623 -0.38 0.11 0.53 0.389
H -2.709924 -1.393754 0.449008 -0.09 0.58 0.62 0.225
H -2.378854 -1.310096 -2.123461 -0.52 -0.38 0.17 0.207
H 2.999064 0.081153 3.078896 0.40 -0.36 -0.24 0.234
H 2.364536 0.887538 1.725689 -0.32 -0.15 -0.01 0.240
H 2.790224 -2.728653 0.124050 0.39 0.02 -0.37 0.402
```
Positions in Å, forces in eV/Å.

***

Question: What is the E in the first record?
Answer: -1006.8014 Ha

***

What did the second record say?
A cluster of 2 separate species, C10H15N5O in total at a distorted geometry, computed with ωB97M-V with the def2-TZVPD basis set.

Values from the calculation:
HOMO-LUMO gap (alpha / beta) (eV): 8.75 / 4.03
Net charge: +2
E (Ha): -738.3650
Energy above the lowest of the compared OMol25 structures with the same formula, charge and spin (kJ/mol): 0.0

Geometry as XYZ:
```
31
Properties=species:S:1:pos:R:3:forces:R:3:nbo_charge:R:1
O -0.831651 2.967663 -0.848190 0.71 -0.48 0.57 -0.438
N 4.900240 -0.869322 -0.310132 -0.91 1.10 0.80 -0.679
N 3.857454 1.506206 0.572992 0.57 0.23 0.02 -0.841
N -1.758154 1.118843 0.976463 2.94 -8.86 -0.22 -0.639
N 0.832241 1.486577 -0.060934 -0.06 1.08 1.92 -0.522
N 2.858086 -1.966190 -0.310960 4.62 -1.19 -2.02 -0.720
C 1.751789 0.619543 -0.239273 2.23 -3.15 -1.40 0.056
C -4.740434 0.109001 -0.818733 1.29 -0.55 -0.81 -0.134
C -3.782353 0.979120 -0.298412 -1.64 -2.48 -0.79 -0.225
C -0.047091 2.210054 -0.420511 -1.62 1.44 -1.62 0.897
C 3.628445 -0.926973 0.024060 0.78 -0.28 -1.22 0.558
C -2.741182 0.345495 0.361445 1.81 -0.46 1.72 0.222
C -2.755835 -1.062088 0.622134 1.40 -0.73 0.31 -0.181
C -4.588304 -1.333208 -0.819460 -2.35 2.29 -1.27 -0.044
C -3.671402 -1.856427 0.038472 -0.97 -2.16 -0.02 -0.225
C 3.019074 0.295329 0.610438 -2.05 2.27 1.71 -0.187
H 1.855078 0.187301 -1.254050 -0.33 0.30 0.42 0.187
H 3.215405 -2.785290 -0.923110 -0.67 1.95 1.64 0.448
H 4.001196 2.002596 -0.342652 -0.62 -0.93 1.18 0.402
H 5.473610 -0.026027 -0.118957 -0.70 -0.77 -0.01 0.471
H -3.868577 -2.918276 0.228610 1.09 0.27 0.24 0.261
H -3.867072 2.025592 -0.387604 -0.01 1.05 -0.10 0.259
H -5.525064 0.489188 -1.414090 -0.87 0.56 -0.33 0.246
H -2.210430 1.827305 1.276623 -2.98 7.29 2.71 0.383
H 2.836465 0.100374 1.750629 0.03 0.22 -2.00 0.276
H 5.289636 -1.659661 -0.744824 1.01 -0.92 -0.57 0.423
H -1.292163 0.576217 1.802750 -0.92 1.45 -2.08 0.409
H -2.032437 -1.631172 1.242171 -0.20 1.20 -0.14 0.241
H 1.955089 -2.032305 -0.032720 -3.17 -0.02 1.01 0.418
H -5.297939 -1.955260 -1.456080 1.06 0.87 1.12 0.265
H 3.536278 2.175797 1.293909 0.49 -0.58 -0.77 0.411
```
Positions in Å, forces in eV/Å.

***

Question: Which of these has the highest energy above the lowest of the compared OMol25 structures with the same formula, charge and spin?
Answer: C10H15N4S

***

Question: Number 1 is which compound?
Answer: C10H15N4S